The following is a DFT calculation (ωB97M-V with the def2-TZVPD basis set) of one molecule with the formula C2HFN2O5.

Atoms and positions in Å:
1 C 1.11 -0.09 0.59
2 O 3.09 -1.37 -0.20
3 N 1.37 1.40 0.08
4 O 0.66 1.85 -0.78
5 C -0.19 -0.69 0.59
6 O -0.67 -1.15 1.57
7 H -0.57 -0.95 -0.31
8 O 1.63 -0.90 -1.72
9 F 1.77 -0.22 1.69
10 O 2.33 1.93 0.57
11 N 2.13 -0.90 -0.65

The calculation puts the electronic energy at -18017.23551 eV. Its spin multiplicity is 1. The value obtained for the highest occupied orbital energy is -11.5 eV. Its net charge is 0. As for the SMILES: O=CC(F)([N+](=O)[O-])[N+](=O)[O-].

=====

The following is a DFT calculation (ωB97M-V with the def2-TZVPD basis set) of a 2-piece molecular cluster, C2HFN4O3 overall.

Atoms and positions in Å:
1 N -1.54 -0.49 1.31
2 O 1.21 0.49 1.58
3 O 0.15 2.69 -2.02
4 N 1.28 0.32 0.42
5 N 0.96 1.43 -0.31
6 F -1.14 -2.84 -1.17
7 C -1.24 -1.22 0.40
8 H -0.84 -0.10 1.94
9 N -1.07 -1.59 -0.69
10 C 0.51 1.92 -1.30
11 O 1.73 -0.61 -0.16

The calculation puts the electronic energy at -16902.00926 eV. Its spin multiplicity is 1. The value obtained for the highest occupied orbital energy is -10.6 eV. Its net charge is 0. As for the SMILES: O=C=N[N+](=O)[O-].N=C=NF.

=====

The following is a DFT calculation (ωB97M-V with the def2-TZVPD basis set) of C2HFO2Tm as an isolated structure.

Atoms and positions in Å:
1 O 0.44 -0.78 -0.01
2 H -0.54 -1.52 0.21
3 F -1.58 -1.84 0.41
4 O -2.02 1.88 -0.05
5 C 0.09 0.59 -0.18
6 Tm 2.41 0.25 0.07
7 C -1.09 1.14 -0.10

Its expectation value of S² is 2.0123. The calculation puts the electronic energy at -38421.05494 eV. Its spin multiplicity is 3. The value obtained for the highest occupied orbital energy (spin up / spin down) is -14.0 / -13.8 eV. Its net charge is +1.

=====

The following is a DFT calculation (ωB97M-V with the def2-TZVPD basis set) of C2HFO2Zn as an isolated structure.

Atoms and positions in Å:
1 F -2.11 1.06 -0.07
2 C -0.52 -0.55 -0.56
3 O 2.60 0.88 0.66
4 O 0.57 -0.77 -0.99
5 H -1.59 -0.46 1.24
6 Zn 2.35 -0.24 -0.63
7 C -1.29 0.08 0.34

The calculation puts the electronic energy at -57314.12279 eV. Its spin multiplicity is 1. The value obtained for the highest occupied orbital energy (spin up / spin down) is -8.1 / -8.1 eV. Its net charge is 0.

=====

The following is a DFT calculation (ωB97M-V with the def2-TZVPD basis set) of a 2-piece molecular cluster, C2HFO3S overall.

Atoms and positions in Å:
1 O 2.75 -0.61 -1.77
2 S 2.17 -1.36 -2.87
3 C 0.09 -0.04 -0.47
4 H -0.61 -0.28 0.29
5 F 0.16 -1.27 -1.18
6 O 1.56 -0.50 -3.82
7 O 2.14 1.26 -0.01
8 C 1.24 0.59 -0.30

The calculation puts the electronic energy at -21782.38359 eV. Its spin multiplicity is 1. The value obtained for the highest occupied orbital energy is -9.5 eV. Its net charge is 0.

=====

The following is a DFT calculation (ωB97M-V with the def2-TZVPD basis set) of C2HI5S as an isolated structure.

Atoms and positions in Å:
1 C 0.71 -0.66 1.76
2 I 1.83 1.62 3.64
3 I 0.06 -2.12 4.87
4 S 0.58 0.02 0.01
5 C 0.48 0.31 2.74
6 I -0.74 -2.43 1.80
7 I 2.63 -1.74 1.95
8 H 0.99 -1.11 -0.49
9 I -1.53 0.99 2.63

The calculation puts the electronic energy at -53425.45891 eV. Its spin multiplicity is 1. The value obtained for the highest occupied orbital energy (spin up / spin down) is -8.8 / -8.4 eV. Its net charge is 0.

=====

The following is a DFT calculation (ωB97M-V with the def2-TZVPD basis set) of a 2-piece molecular cluster, C2HIN2O2 overall.

Atoms and positions in Å:
1 O -1.46 1.18 0.00
2 I 2.24 -0.46 -0.76
3 N -0.31 1.06 -0.34
4 O 0.34 1.86 -0.94
5 H 0.54 0.15 1.86
6 N -1.17 -2.26 0.05
7 C -0.50 -1.33 0.07
8 C 0.33 -0.20 0.05

The calculation puts the electronic energy at -17258.99766 eV. Its spin multiplicity is 1. The value obtained for the highest occupied orbital energy (spin up / spin down) is -10.5 / -10.5 eV. Its net charge is 0.

=====

The following is a DFT calculation (ωB97M-V with the def2-TZVPD basis set) of C2HLaO3 as an isolated structure.

Atoms and positions in Å:
1 H -1.23 0.63 0.90
2 O -1.36 -0.47 0.51
3 C 0.63 -1.39 -0.23
4 O 0.10 0.87 -0.02
5 C -0.33 -0.34 -0.25
6 La 1.13 3.14 -0.49
7 O 1.05 -2.44 -0.43

Its expectation value of S² is 0.7575. The calculation puts the electronic energy at -9052.95966 eV. Its spin multiplicity is 2. The value obtained for the highest occupied orbital energy (spin up / spin down) is -21.2 / -24.5 eV. Its net charge is +3.

=====

The following is a DFT calculation (ωB97M-V with the def2-TZVPD basis set) of C2HLuO3 as an isolated structure.

Atoms and positions in Å:
1 Lu 2.31 -0.40 0.69
2 C -2.26 -0.29 -0.06
3 H -2.92 -1.05 -0.51
4 O -1.00 -0.78 0.01
5 O 0.10 0.95 -1.00
6 O -2.63 0.75 0.40
7 C 0.17 -0.12 -0.45

The calculation puts the electronic energy at -41828.38137 eV. Its spin multiplicity is 1. The value obtained for the highest occupied orbital energy (spin up / spin down) is -17.9 / -17.9 eV. Its net charge is +2.

=====

The following is a DFT calculation (ωB97M-V with the def2-TZVPD basis set) of C2HMnO3 as an isolated structure.

Atoms and positions in Å:
1 C -0.21 1.24 0.06
2 Mn 2.73 0.34 -0.10
3 O -1.82 -1.25 -0.04
4 O -1.17 1.85 0.01
5 C -0.85 -1.93 -0.10
6 H -0.59 -2.76 0.60
7 O 0.86 0.73 0.00

Its expectation value of S² is 12.0031. The calculation puts the electronic energy at -39529.19456 eV. Its spin multiplicity is 7. The value obtained for the highest occupied orbital energy (spin up / spin down) is -16.3 / -23.3 eV. Its net charge is +2.

=====

The following is a DFT calculation (ωB97M-V with the def2-TZVPD basis set) of a 2-piece molecular cluster, C2HN2O2 overall.

Atoms and positions in Å:
1 C 0.41 -1.79 0.52
2 C -0.06 0.96 -0.19
3 H 0.72 1.60 0.36
4 N -0.69 1.56 -1.52
5 N -1.17 1.73 -0.40
6 O 0.50 -1.60 1.66
7 O 0.30 -2.45 -0.43

The calculation puts the electronic energy at -9162.43412 eV. Its spin multiplicity is 1. The value obtained for the highest occupied orbital energy (spin up / spin down) is -2.1 / -2.1 eV. Its net charge is -1.

=====

The following is a DFT calculation (ωB97M-V with the def2-TZVPD basis set) of an isolated ion of composition C2HN2O3 and charge -1.

Atoms and positions in Å:
1 O 0.71 1.23 0.41
2 H -0.81 1.18 -0.66
3 N -1.64 -1.84 0.61
4 O -0.06 -0.72 -0.82
5 C -0.81 -1.28 0.01
6 O 2.04 -0.50 0.32
7 C 1.01 0.07 0.05
8 N -0.44 1.86 0.07

The calculation puts the electronic energy at -11209.83451 eV. Its spin multiplicity is 1. The value obtained for the highest occupied orbital energy (spin up / spin down) is -2.5 / -2.5 eV. Its net charge is -1. As for the SMILES: N#COC(=O)O[NH-].

=====

The following is a DFT calculation (ωB97M-V with the def2-TZVPD basis set) of an isolated ion of composition C2HN2O3S and charge -1.

Atoms and positions in Å:
1 C -1.77 -0.04 -0.24
2 O 3.30 -0.41 1.16
3 N -1.81 2.27 0.41
4 H -2.38 -0.63 -1.00
5 N -0.53 -0.46 0.17
6 O -2.25 1.20 -0.17
7 C 0.56 -0.50 0.62
8 O 2.48 -1.27 -0.95
9 S 2.41 -0.17 0.00

The calculation puts the electronic energy at -22042.13086 eV. Its spin multiplicity is 1. The value obtained for the highest occupied orbital energy (spin up / spin down) is -3.3 / -3.5 eV. Its net charge is -1.

=====

The following is a DFT calculation (ωB97M-V with the def2-TZVPD basis set) of a 2-piece molecular cluster, C2HN2OP overall.

Atoms and positions in Å:
1 N 0.11 2.83 -0.53
2 C -0.30 1.84 -0.05
3 H -2.43 -1.02 0.15
4 P -0.60 0.36 0.79
5 N 2.86 -2.30 -0.12
6 C 2.14 -1.42 -0.05
7 O -1.77 -0.28 -0.20

The calculation puts the electronic energy at -16401.55181 eV. Its spin multiplicity is 1. The value obtained for the highest occupied orbital energy (spin up / spin down) is -11.8 / -9.5 eV. Its net charge is 0.

=====

The following is a DFT calculation (ωB97M-V with the def2-TZVPD basis set) of one molecule with the formula C2HN2OP.

Atoms and positions in Å:
1 P 0.42 -0.89 0.13
2 C -0.01 0.76 1.43
3 N -0.04 1.70 2.05
4 N -2.24 -0.83 -1.01
5 O 1.01 0.07 -1.05
6 H 2.08 0.16 -0.98
7 C -1.20 -0.96 -0.58

The calculation puts the electronic energy at -16404.63122 eV. Its spin multiplicity is 1. The value obtained for the highest occupied orbital energy is -11.4 eV. Its net charge is 0. As for the SMILES: N#CP(O)C#N.

=====

The following is a DFT calculation (ωB97M-V with the def2-TZVPD basis set) of an isolated ion of composition C2HN2OS2 and charge -1.

Atoms and positions in Å:
1 C -0.64 0.75 -0.02
2 O 0.16 -1.30 -0.17
3 S -1.85 1.90 -0.05
4 S 2.88 -0.75 0.01
5 C 1.39 -0.12 -0.02
6 N -0.98 -0.59 -0.19
7 N 0.69 0.96 -0.08
8 H -1.63 -0.86 0.52

The calculation puts the electronic energy at -28788.44564 eV. Its spin multiplicity is 1. The value obtained for the highest occupied orbital energy is -4.3 eV. Its net charge is -1. As for the SMILES: S=c1nc([S-])o[nH]1.

=====

The following is a DFT calculation (ωB97M-V with the def2-TZVPD basis set) of a 2-piece molecular cluster, C2HN2PS overall.

Atoms and positions in Å:
1 H -0.43 1.03 -2.61
2 S -1.68 1.19 -1.87
3 C 1.34 0.48 0.97
4 C -0.57 -1.21 0.74
5 N 2.47 0.27 1.00
6 N -0.73 -2.33 0.64
7 P -0.40 0.56 1.14

The calculation puts the electronic energy at -25190.10010 eV. Its spin multiplicity is 1. The value obtained for the highest occupied orbital energy (spin up / spin down) is -9.8 / -9.8 eV. Its net charge is 0.

=====

The following is a DFT calculation (ωB97M-V with the def2-TZVPD basis set) of a 2-piece molecular cluster, C2HN2S3 overall.

Atoms and positions in Å:
1 N -1.30 0.28 0.52
2 S -2.78 0.17 1.37
3 N 1.16 0.97 0.30
4 C -0.98 -0.19 -0.65
5 H -0.22 0.62 0.82
6 C 1.86 0.04 0.10
7 S 2.71 -1.18 -0.47
8 S -0.46 -0.71 -2.00

The calculation puts the electronic energy at -37575.99907 eV. Its spin multiplicity is 1. The value obtained for the highest occupied orbital energy (spin up / spin down) is -3.9 / -3.9 eV. Its net charge is -1.

=====

The following is a DFT calculation (ωB97M-V with the def2-TZVPD basis set) of one molecule with the formula C2HN3O2.

Atoms and positions in Å:
1 O 0.13 -0.10 -1.06
2 N -0.66 -1.93 -0.25
3 N -0.36 -1.33 -1.21
4 N -0.29 -1.01 0.90
5 C 0.15 0.11 0.24
6 H -0.04 1.30 1.99
7 C 0.40 1.48 0.99
8 O 0.61 2.48 0.38

The calculation puts the electronic energy at -10651.26798 eV. Its spin multiplicity is 1. The value obtained for the highest occupied orbital energy is -11.5 eV. Its net charge is 0. As for the SMILES: O=Cc1nnno1.

=====

The following is a DFT calculation (ωB97M-V with the def2-TZVPD basis set) of a 3-piece molecular cluster, C2HN3O2 overall.

Atoms and positions in Å:
1 O -2.97 -1.48 0.13
2 C -3.35 -0.38 0.16
3 N 3.80 -0.68 -0.20
4 C 1.34 -1.69 0.38
5 O -3.82 0.65 0.21
6 H -0.60 -2.42 -0.42
7 N 4.21 0.35 -0.19
8 N 0.34 -2.18 0.07

The calculation puts the electronic energy at -10655.38700 eV. Its spin multiplicity is 1. The value obtained for the highest occupied orbital energy is -11.3 eV. Its net charge is 0.

=====

Record order is preserved below.
Relative energy (zero: lowest compared OMol25 entry of this formula, charge and spin): 20.1 213.8 62.5 151.3 162.5 208.0 437.3 254.4 398.5 98.8 367.3 358.5 658.6 381.3 84.2 208.2 319.5 139.6 456.6 59.1 kJ/mol